One molecule with the formula C7H11ClIN3O3 in a non-equilibrium geometry, computed with ωB97M-V/def2-TZVPD.

Structure (XYZ):
```
26
Properties=species:S:1:pos:R:3:forces:R:3
C -0.9366 -0.2805 -1.1208 -0.68 -1.84 -0.58
C -1.2261 -0.3105 1.2290 -2.38 0.10 1.42
C -2.8811 0.0099 -0.0966 0.59 -1.58 1.70
C -0.0744 -0.4715 -2.3359 0.67 0.35 -1.11
C 0.8716 -1.0658 0.3949 1.98 3.11 -3.38
C 2.1607 1.1654 0.3497 1.58 1.65 2.83
C 1.9083 -0.1193 1.1364 -0.12 -1.04 -3.19
N -2.2464 -0.2695 -1.2497 1.26 0.47 -0.12
N -0.3963 -0.3414 0.1185 1.99 -0.61 -0.26
N -2.7810 1.3705 0.3930 -0.05 1.11 -0.19
O -1.7708 1.9070 -0.0119 -0.04 1.76 0.29
O -3.6016 1.8312 1.1598 0.39 -0.08 -0.24
O 3.0954 -0.7785 1.3398 2.21 -1.53 -0.11
Cl 3.3262 0.9248 -0.9989 -0.20 0.03 0.28
I -4.8626 -0.7203 0.0269 0.38 -0.16 0.17
H -1.1419 0.5197 2.0663 -0.44 -1.27 -2.28
H -1.1815 -1.3071 1.7029 -0.27 0.43 0.16
H -0.6467 -0.2412 -3.2138 -0.70 0.29 -0.22
H 0.4508 -1.3955 -2.6833 -0.72 0.07 1.41
H 0.7219 0.2596 -2.3508 0.32 0.38 0.27
H 1.3704 -1.4629 -0.5734 -0.90 0.82 1.53
H 0.6754 -1.8593 0.9868 -0.70 -2.69 1.99
H 1.2773 1.5396 -0.1049 -0.73 0.61 -0.11
H 2.6304 1.9396 1.1836 -1.10 -1.70 -2.62
H 1.5717 0.0694 2.1109 -0.86 0.72 1.29
H 3.6869 -0.9132 0.5416 -1.50 0.59 1.05
```
Positions in Å, forces in eV/Å.

For the HOMO energy, the calculation gives -9.29 eV. Its spin multiplicity is 1. As for the HOMO-LUMO gap: 9.0 eV. The LUMO energy comes out at -0.3 eV.



A 2-piece molecular cluster, C16H36BrP overall in a non-equilibrium geometry, computed with ωB97M-V/def2-TZVPD.

Structure (XYZ):
```
54
Properties=species:S:1:pos:R:3:forces:R:3
Br -2.6653 3.4369 -1.6226 0.35 -0.48 0.27
C 2.5326 3.2615 -2.9444 -0.49 0.17 0.01
C 1.7763 3.1539 -1.6243 -0.22 -0.36 -0.11
C 1.1660 1.7480 -1.4347 0.34 1.07 0.39
C 0.3858 1.7411 -0.1292 -0.53 0.09 0.48
P -0.5630 0.2669 0.2773 0.31 0.12 -0.11
C -1.2299 -0.2327 -1.3154 0.14 0.03 0.63
C -2.1985 -1.3970 -1.3172 -0.06 -0.21 -0.28
C -2.4574 -1.9037 -2.7451 -0.44 -0.59 -0.05
C -1.6621 -3.1721 -3.0823 -0.23 0.28 0.16
C 0.4968 -0.9959 1.0475 -0.34 0.24 0.06
C 1.3294 -1.7653 0.0363 0.79 0.30 0.05
C 2.3810 -2.6544 0.7079 -0.17 -0.64 -0.43
C 3.5948 -1.9295 1.2843 0.13 0.37 0.55
C -1.8707 0.7910 1.3877 -0.32 0.52 0.17
C -1.4262 1.6822 2.5603 0.55 -0.94 0.36
C -0.8066 0.9172 3.7451 0.34 0.92 -0.01
C -1.7431 -0.0738 4.3843 -0.26 -0.94 -0.36
H 1.8576 2.9824 -3.7580 0.12 -0.14 -0.02
H 3.4082 2.6134 -2.9660 0.07 0.05 -0.06
H 2.8144 4.2936 -3.1524 0.25 -0.04 0.11
H 0.9379 3.8552 -1.6160 0.09 0.10 0.04
H 2.4237 3.3831 -0.7730 0.02 0.06 -0.03
H 1.9850 1.0267 -1.4156 -0.19 -0.26 -0.29
H 0.4635 1.6148 -2.2551 0.18 -0.39 -0.14
H -0.4481 2.4556 -0.2033 0.01 0.27 -0.32
H 0.9613 2.0816 0.7358 0.23 -0.24 -0.06
H -0.3539 -0.4732 -1.9224 -0.05 0.15 -0.16
H -1.6736 0.7212 -1.6334 -0.13 -0.06 -0.45
H -3.1510 -1.1276 -0.8616 0.10 0.14 0.17
H -1.7661 -2.2250 -0.7424 -0.18 -0.01 0.09
H -2.2923 -1.1354 -3.5013 0.12 0.17 0.19
H -3.5158 -2.1654 -2.8189 0.00 0.11 -0.10
H -1.6936 -3.3731 -4.1517 0.19 -0.01 -0.03
H -2.1131 -4.0319 -2.5837 0.12 -0.01 0.09
H -0.6291 -3.0826 -2.7381 0.09 -0.07 -0.21
H -0.0912 -1.6542 1.6918 -0.09 -0.03 -0.10
H 1.1385 -0.4098 1.7131 0.11 -0.15 0.00
H 1.8796 -1.0309 -0.5629 -0.07 -0.09 -0.14
H 0.7215 -2.3347 -0.6661 -0.18 -0.08 0.17
H 2.7201 -3.3839 -0.0336 0.04 0.17 -0.09
H 1.9069 -3.2889 1.4636 -0.04 0.20 0.11
H 3.6716 -0.8706 1.0165 -0.21 -0.10 -0.30
H 4.5277 -2.3936 0.9702 -0.01 -0.05 0.03
H 3.5869 -1.9218 2.3769 0.01 -0.14 -0.03
H -2.4387 -0.0648 1.7540 -0.05 -0.06 -0.18
H -2.5204 1.4294 0.7709 -0.02 -0.29 -0.26
H -2.3125 2.1925 2.9320 0.06 0.30 -0.16
H -0.6762 2.3873 2.2080 -0.33 0.40 0.01
H -0.5076 1.6769 4.4763 -0.14 -0.04 0.03
H 0.1489 0.4744 3.4464 -0.14 -0.27 0.01
H -1.8529 -0.9654 3.7520 0.02 0.07 0.06
H -2.7556 0.3211 4.4860 0.08 0.19 0.18
H -1.4014 -0.4507 5.3469 0.04 0.20 0.08
```
Positions in Å, forces in eV/Å.

For the HOMO energy, the calculation gives -7.05 eV. Its spin multiplicity is 1. As for the HOMO-LUMO gap: 7.3 eV. The LUMO energy comes out at 0.3 eV.



A 14-piece molecular cluster, C35H77N7O7 overall in a non-equilibrium geometry, computed with ωB97M-V/def2-TZVPD.

Structure (XYZ):
```
126
Properties=species:S:1:pos:R:3:forces:R:3
C -1.0840 -2.9145 -3.4726 0.21 -0.13 0.27
O 0.1941 -3.1063 -2.8653 -1.20 -0.46 0.90
H -1.7369 -3.7308 -3.1636 0.33 -0.58 -0.52
H -1.6905 -2.0855 -3.1081 0.61 0.83 0.24
H -0.9968 -2.8035 -4.5534 -0.18 -0.31 -0.07
H 0.9187 -2.6789 -3.3278 0.02 0.46 -0.56
C -1.4731 1.1999 -5.7992 1.78 -0.19 0.16
O -1.0782 2.2673 -6.7050 -1.53 -0.73 0.23
H -2.5102 1.0984 -5.4794 -0.12 1.21 -0.40
H -1.2727 0.1969 -6.1758 0.24 -0.01 -0.66
H -0.8299 1.2833 -4.9231 -0.43 0.05 0.36
H -0.1250 2.3804 -6.6853 -0.03 -0.24 0.26
C -1.3253 -0.2175 5.1347 -1.14 0.00 -0.19
O -0.3095 0.0075 6.0760 0.79 0.26 0.21
H -0.9840 -0.7587 4.2523 0.27 -0.08 0.32
H -2.1090 -0.7859 5.6356 -0.26 -0.17 -0.45
H -1.7399 0.7313 4.7944 -0.14 0.07 -0.17
H -0.7497 0.4142 6.8259 0.33 -0.02 0.20
C 3.1204 2.8978 -2.5747 1.42 -0.29 0.42
O 3.4285 3.3308 -3.8950 -1.00 0.49 -0.27
H 3.9702 2.2550 -2.3448 -0.45 -0.69 0.70
H 3.1423 3.6517 -1.7878 -0.13 0.53 -0.28
H 2.1578 2.3955 -2.4792 0.13 -0.09 -0.57
H 4.2522 3.8228 -3.8609 -0.02 0.00 0.04
C 4.5968 -1.1643 -1.4075 -1.30 -0.66 -0.16
O 5.9411 -1.4510 -1.3329 2.06 0.44 0.10
H 4.4068 -0.2943 -2.0362 0.30 -0.02 -0.06
H 4.1424 -2.0402 -1.8706 -0.84 0.15 -0.12
H 4.1296 -0.9872 -0.4388 -0.03 0.01 0.18
H 6.1011 -2.3326 -0.9882 -0.23 0.10 0.08
C 1.1797 -0.6589 -4.8545 0.60 0.38 -0.38
O 1.9565 -1.6624 -4.2521 0.58 -0.79 0.96
H 0.4628 -0.3527 -4.0926 -0.28 -0.17 -0.38
H 1.7997 0.2088 -5.0800 0.02 0.19 -0.07
H 0.7541 -1.0252 -5.7886 -0.47 0.15 0.14
H 2.6428 -2.0626 -4.7910 -0.11 0.37 -0.39
C 1.3423 -2.5078 4.0868 0.37 0.84 0.42
O 1.7566 -1.7631 5.2640 0.05 -0.95 -0.93
H 1.1817 -1.8542 3.2294 0.31 0.27 -0.16
H 2.1651 -3.1829 3.8516 -0.21 0.04 0.02
H 0.4019 -3.0552 4.1519 -0.02 -0.22 0.71
H 1.1106 -1.1004 5.5192 -0.41 0.05 0.04
C -3.3170 4.2450 -1.7627 0.38 0.33 0.49
C -3.7090 4.3014 -3.2255 -0.92 -0.31 -0.12
C -4.3570 2.9604 -3.7052 0.49 0.30 -0.27
C -5.4495 2.4873 -2.8562 1.71 0.82 -1.14
N -6.3132 2.1203 -2.2228 -1.64 -0.70 1.23
H -4.1744 4.1480 -1.0967 -0.18 -0.29 -0.15
H -2.8545 5.1768 -1.4373 0.14 0.16 -0.19
H -2.6030 3.4581 -1.5197 -0.08 -0.17 -0.16
H -2.8960 4.6162 -3.8797 0.22 -0.53 0.02
H -4.4432 5.0950 -3.3643 -0.24 0.01 0.08
H -3.6081 2.1720 -3.7813 0.13 -0.02 0.37
H -4.7731 3.0135 -4.7112 0.01 0.37 -0.10
C 2.6597 -6.9710 0.9659 0.33 0.13 -0.61
C 3.5833 -6.3471 -0.1043 0.22 0.20 1.52
C 3.1024 -4.9888 -0.5759 -0.45 0.49 -0.08
C 2.9382 -3.9371 0.4621 0.07 1.23 1.46
N 2.8509 -3.0712 1.2446 0.20 -1.90 -1.81
H 2.4055 -6.3003 1.7866 0.30 0.23 -0.04
H 3.1968 -7.8221 1.3846 -0.45 -0.20 0.02
H 1.7064 -7.2454 0.5143 0.03 -0.39 0.04
H 3.7442 -7.0313 -0.9374 -0.26 0.15 -0.12
H 4.5617 -6.2041 0.3543 0.18 -0.06 0.00
H 2.1244 -5.1212 -1.0387 -0.08 0.27 -0.26
H 3.7949 -4.5592 -1.2998 -0.11 -0.05 -0.24
C 1.2392 5.7372 0.3656 0.67 0.16 0.69
C 0.0839 6.2824 1.2002 -1.07 0.13 -1.03
C -0.5237 5.4103 2.2844 -0.02 -1.15 -0.03
C -1.2638 4.2088 1.8481 -1.18 -3.03 -1.47
N -1.8457 3.2455 1.4878 1.79 3.13 1.18
H 1.6956 6.5423 -0.2103 -0.15 0.14 -0.02
H 0.9612 4.9709 -0.3580 -0.24 -0.12 0.27
H 2.0385 5.3587 1.0027 0.07 -0.28 -0.02
H -0.6773 6.4723 0.4434 -0.37 0.54 0.26
H 0.2901 7.2002 1.7509 0.43 0.21 -0.51
H -1.2714 5.9145 2.8966 0.39 0.50 0.12
H 0.3330 5.0999 2.8826 -0.29 -0.27 0.52
C -5.0747 1.8838 1.5130 -0.30 -1.33 -0.07
C -4.3846 0.9753 0.5019 0.55 -0.65 -0.39
C -4.6633 -0.5728 0.6470 0.55 1.05 0.09
C -4.1862 -1.0962 1.9431 -1.16 0.69 -2.05
N -3.8174 -1.5622 2.9093 0.76 -0.63 1.69
H -4.6471 2.8771 1.6492 -0.02 -0.16 -0.33
H -5.0541 1.3523 2.4644 -0.01 0.29 0.34
H -6.1148 1.8970 1.1871 -0.16 0.56 0.27
H -3.2969 1.0426 0.5264 0.00 0.33 0.19
H -4.6725 1.2528 -0.5121 -0.03 -0.07 0.04
H -4.0438 -1.0593 -0.1065 -0.03 -0.10 -0.12
H -5.6943 -0.8580 0.4378 -0.05 0.06 0.34
C 3.3193 3.3849 4.5176 -0.02 -0.24 0.39
C 3.0435 1.8627 4.5365 -0.32 0.67 -1.26
C 3.6318 1.1544 3.2590 -0.10 0.44 0.77
C 3.4155 1.8344 1.9629 -0.43 0.68 -0.85
N 3.1925 2.3446 0.9407 0.51 -0.70 1.61
H 2.9857 3.8844 3.6080 0.14 -0.31 -0.28
H 4.3849 3.5663 4.6580 0.09 0.07 -0.21
H 2.8235 3.9488 5.3077 -0.11 -0.36 0.30
H 1.9753 1.6460 4.5419 -0.09 0.18 0.16
H 3.4710 1.3847 5.4180 0.04 0.01 -0.12
H 3.1715 0.1687 3.1910 0.28 -0.17 -0.06
H 4.7016 1.0709 3.4504 0.07 -0.26 -0.44
C -0.5903 -3.9317 0.9330 -0.40 0.46 -0.03
C -1.9835 -3.9351 0.3327 -0.70 0.60 -0.42
C -2.6603 -5.2711 0.1079 -0.13 -0.71 0.00
C -2.7473 -6.0268 1.3491 -0.47 -1.76 3.97
N -2.8419 -6.5685 2.3952 0.39 1.63 -3.44
H -0.6914 -3.4185 1.8893 0.57 -0.30 0.18
H 0.0177 -3.3080 0.2777 0.47 -0.29 0.22
H -0.1843 -4.9359 1.0554 0.19 0.14 0.06
H -1.9646 -3.3774 -0.6036 -0.09 -0.18 -0.24
H -2.6531 -3.3623 0.9743 -0.04 0.03 0.10
H -2.1673 -5.9436 -0.5941 0.26 0.26 -0.29
H -3.6864 -5.1563 -0.2414 -0.02 0.16 -0.14
C -0.5395 0.0121 1.3100 0.79 0.11 -1.26
C 0.7909 0.0973 0.4993 -0.65 0.34 -0.32
C 0.6479 -0.2420 -1.0401 -0.68 -0.38 1.33
C -0.4572 0.4955 -1.6648 -0.76 1.14 -0.91
N -1.2870 1.1069 -2.2067 1.12 -1.01 0.86
H -0.3899 0.2784 2.3564 0.09 -0.14 -0.08
H -0.9425 -0.9958 1.2113 -0.23 0.00 0.25
H -1.2258 0.7429 0.8824 -0.21 -0.13 0.16
H 1.5173 -0.5759 0.9546 0.21 0.00 -0.26
H 1.1539 1.1236 0.5558 0.14 -0.16 0.11
H 0.3845 -1.2942 -1.1471 0.06 -0.22 -0.06
H 1.5634 -0.1003 -1.6145 0.05 0.24 0.13
```
Positions in Å, forces in eV/Å.

For the HOMO energy, the calculation gives -9.68 eV. Its spin multiplicity is 1. As for the HOMO-LUMO gap: 9.8 eV. The LUMO energy comes out at 0.1 eV.



A 2-piece molecular cluster, C3H8OS overall, computed with ωB97M-V/def2-TZVPD.

Structure (XYZ):
```
13
Properties=species:S:1:pos:R:3:forces:R:3
O -1.2428 1.4601 1.2531 0.02 0.04 -0.10
C -0.9425 0.5179 0.5707 -0.14 -0.13 0.16
C -1.3818 0.2593 -0.8399 0.25 -0.17 0.02
C -0.1593 0.1582 -1.7555 -0.03 0.07 -0.20
H -0.2941 -0.2870 0.9860 0.06 0.07 -0.03
H -2.0780 1.0210 -1.1813 -0.05 0.07 0.10
H -1.8817 -0.7155 -0.8198 -0.12 0.08 -0.08
H 0.4293 1.0754 -1.7386 -0.01 0.03 0.06
H -0.4745 -0.0004 -2.7867 0.01 -0.07 0.02
H 0.4923 -0.6685 -1.4719 0.00 0.00 0.04
S 2.6989 -0.8015 2.0240 -0.04 0.03 -0.08
H 1.5172 -0.7447 2.6499 0.01 0.02 0.04
H 3.3171 -1.2744 3.1100 0.03 -0.03 0.05
```
Positions in Å, forces in eV/Å.

For the HOMO energy, the calculation gives -9.83 eV. Its spin multiplicity is 1. As for the HOMO-LUMO gap: 10.6 eV. Its SMILES is CCC=O.S. The LUMO energy comes out at 0.8 eV.